Formula: C6H9BrO5
Source: the Open Molecules 2025 dataset
Level of theory: ωB97M-V/def2-TZVPD

The geometry in ORCA input format:
```
! wB97M-V def2-TZVPD RIJCOSX def2/J DEFGRID3
* xyz 0 1
C -0.8946 -1.2241 0.3287
C 0.6157 -1.4088 0.1604
C 1.1970 -0.2012 -0.6138
C 0.5692 1.0570 0.0395
C -0.9934 1.3657 -0.1825
C -1.6508 0.0652 0.1725
O -1.3451 -0.4703 1.4338
O 0.7432 -2.5786 -0.5544
O 2.6033 -0.0148 -0.5861
O 0.8693 1.1648 1.3689
O -1.2135 1.9804 -1.3853
Br -3.5211 -0.0277 -0.1930
H -1.5626 -2.1912 0.1844
H 1.0996 -1.4845 1.2211
H 0.9286 -0.1497 -1.7553
H 0.9260 1.9409 -0.5678
H -1.0870 2.0937 0.6448
H 1.6511 -3.0252 -0.4506
H 2.8651 0.3008 0.2271
H 0.3477 0.3446 1.8629
H -2.1476 2.4633 -1.3554
*
```

Calculated values
HOMO-LUMO gap	10.43	eV
SMILES	O[C@@H]1[C@H](O)[C@@H](O)[C@]2(Br)O[C@@H]2[C@H]1O

Formula: C2H8O2
Source: the Open Molecules 2025 dataset
Level of theory: ωB97M-V/def2-TZVPD

The geometry in ORCA input format:
```
! wB97M-V def2-TZVPD RIJCOSX def2/J DEFGRID3
* xyz 0 1
C -1.4657 0.5479 1.1229
O -1.1894 -0.5400 0.2623
H -1.3864 -1.3847 0.6866
H -0.5189 1.0308 1.4081
H -2.1069 1.2990 0.6577
H -1.9223 0.1998 2.0545
C 1.1459 -0.2674 -1.3183
O 2.4231 -0.0814 -0.6182
H 2.1671 0.0654 0.2865
H 0.8886 0.7603 -1.5478
H 0.5076 -0.9380 -0.7170
H 1.4573 -0.6917 -2.2773
*
```

Calculated values
HOMO-LUMO gap	10.59	eV
SMILES	CO.CO

E_tot per entry: -86644.84997 -6297.19985 eV
HOMO level per entry: -9.86 -9.91 eV